[1]
Below is one molecule with the formula C5H8N2, with properties calculated with the ωB97M-V functional and the def2-TZVPD basis.

Geometry as ORCA input:
```
! wB97M-V def2-TZVPD RIJCOSX def2/J DEFGRID3
* xyz 0 1
N 2.2648 1.0826 0.0137
N 0.3516 -0.0374 -0.1155
C -2.0898 0.2324 0.3313
C 0.9812 1.1624 -0.2432
C 2.4903 -0.2381 0.3252
C -1.0000 -0.3622 -0.5530
C 1.3204 -0.9414 0.2606
H 3.4812 -0.6181 0.5519
H -3.0747 -0.0495 -0.0541
H -2.0037 -0.1358 1.3577
H 0.4304 2.0577 -0.5158
H -1.0457 -1.4542 -0.5632
H -2.0494 1.3274 0.3512
H -1.1306 -0.0484 -1.5934
H 1.0740 -1.9772 0.4467
*
```

## Properties
Frontier orbital gap, Eh: 0.353
SMILES string: CCn1ccnc1
ΔE to the lowest compared entry with this formula, charge and spin, kcal/mol: 4.4
Lowest unoccupied orbital energy, eV: 0.880
Molar mass, Da: 96.1



[2]
Below is a 2-piece molecular cluster, C5H8O overall, with properties calculated with the ωB97M-V functional and the def2-TZVPD basis.

Geometry as ORCA input:
```
! wB97M-V def2-TZVPD RIJCOSX def2/J DEFGRID3
* xyz 0 1
O -0.6872 2.1262 0.6547
C -0.7030 -1.4590 0.2122
C -1.0677 0.9852 0.8060
C -1.0888 -0.0552 -0.2814
C 2.8089 0.2543 -0.8429
C 1.9987 1.0657 -0.4778
H -1.5739 -2.1098 0.3264
H -1.4498 0.6527 1.7950
H -0.0144 -1.9414 -0.4866
H -0.1896 -1.4142 1.1791
H -2.1125 -0.0413 -0.6800
H 1.2571 1.7740 -0.1627
H -0.4378 0.2918 -1.0866
H 3.5429 -0.4505 -1.1651
*
```

## Properties
Frontier orbital gap, Eh: 0.405
SMILES string: CCC=O.C#C
ΔE to the lowest compared entry with this formula, charge and spin, kcal/mol: 63.9
Lowest unoccupied orbital energy, eV: 0.947
Molar mass, Da: 84.1



[3]
Below is a 8-piece molecular cluster, C26H42N4O15 overall at a distorted geometry, with properties calculated with the ωB97M-V functional and the def2-TZVPD basis.

Geometry as ORCA input:
```
! wB97M-V def2-TZVPD RIJCOSX def2/J DEFGRID3
* xyz 0 1
O -4.4257 -1.6504 4.7636
O -3.4574 -0.7938 3.0520
O 1.9549 4.7996 0.4067
O 3.7692 3.5712 -0.0528
O 3.3087 3.0555 3.6704
O -3.1626 -2.5470 -3.4293
O 5.2670 3.9259 2.8698
O 3.9328 -1.1000 -1.8334
O 5.0703 1.7571 3.4390
O -3.4542 -0.7189 -2.2323
O 1.4630 -6.4209 -4.3276
O -3.1005 -3.0139 3.6572
O -1.5216 4.2136 2.4484
O -1.7315 -0.8021 -3.7559
O 1.7359 2.5297 0.4316
N -1.7593 2.1478 1.4047
N 1.3507 -1.5617 1.7383
N 2.4832 0.3969 -2.8599
N 0.5730 -4.5076 -3.2930
C -4.6271 -1.4161 -2.0220
C -3.6259 -1.8889 3.7754
C 2.8463 1.6701 3.8366
C 3.4138 0.0320 -1.9439
C 4.5809 2.9531 3.3054
C -4.3952 -2.6580 -2.8357
C 1.1278 -5.7728 -3.3438
C 1.8642 1.7460 -2.7787
C -0.7945 1.5637 2.2531
C 4.1339 4.9178 -0.1847
C 0.3606 -3.7074 -4.5029
C -0.9105 -2.3378 1.2765
C 2.5005 3.5269 0.3981
C -2.5808 1.2671 0.5185
C 0.4270 -3.7832 -2.0281
C -5.1897 -0.4893 4.5202
C -0.8905 -1.5784 0.0872
C 0.2873 -0.9268 -0.3591
C 1.3426 -0.8968 0.5781
C -2.0406 3.4592 1.5854
C 1.9098 -0.5635 -3.8337
C 4.0638 0.8110 3.7083
C -4.1336 0.1743 3.6680
C 2.8006 5.6080 -0.3432
C -2.6815 -1.3026 -3.1595
C 0.2493 -2.2205 2.1007
H -2.8085 3.8595 0.9054
H 1.2890 -3.3687 -4.9626
H -3.4670 0.8422 4.2135
H -0.2436 -4.2780 -5.2082
H -5.4245 -0.0563 5.4925
H 4.2314 0.2744 4.6422
H 4.6702 5.0818 -1.1194
H -0.1195 2.2243 2.7972
H 3.7915 0.8235 -1.2783
H -5.3827 -0.7418 -2.4251
H 0.1708 -0.2775 -1.2142
H -1.7245 -2.9717 1.5957
H 1.1135 -2.9775 -1.7679
H 0.3995 -4.4369 -1.1563
H -4.8998 -1.6805 -1.0003
H 2.2828 2.2501 -3.6497
H 3.9424 0.1076 2.8846
H 2.0811 -0.1503 -4.8277
H -0.6130 -3.4585 -2.0632
H 1.2800 -6.2976 -2.3880
H -4.6122 0.9043 3.0152
H 2.1468 2.3618 -1.9248
H -2.7514 0.3468 1.0772
H -5.2212 -2.8016 -3.5323
H 2.7288 6.6443 -0.0131
H 2.4964 5.6788 -1.3875
H 2.3985 -1.5271 -3.9773
H -4.4326 -3.5369 -2.1921
H 4.6402 5.3125 0.6962
H 2.1020 1.4829 3.0626
H 0.2664 -2.8862 2.9510
H -0.2740 -2.8607 -4.2410
H -6.0352 -0.7785 3.8960
H -1.2727 0.8832 2.9576
H -1.8980 1.1136 -0.3171
H 2.1578 -0.1926 0.5010
H 2.4714 1.5371 4.8514
H -3.4890 1.7300 0.1327
H -1.8057 -1.5072 -0.4817
H 0.8467 -0.7647 -3.7013
H -0.1484 0.8857 1.6954
H 0.7823 1.7387 -2.9117
*
```

## Properties
Frontier orbital gap, Eh: 0.325
SMILES string: O=C1OCCO1.O=C1OCCO1.O=C1OCCO1.O=C1OCCO1.CN(C)C=O.CN(C)C=O.CN(C)C=O.c1ccncc1
Lowest unoccupied orbital energy, eV: -0.134
Molar mass, Da: 650.6



[4]
Below is an isolated ion of composition C5H15NP and charge +1 at a distorted geometry, with properties calculated with the ωB97M-V functional and the def2-TZVPD basis.

Geometry as ORCA input:
```
! wB97M-V def2-TZVPD RIJCOSX def2/J DEFGRID3
* xyz 1 1
P -1.8195 0.0907 -0.5526
N 0.1530 -0.4169 -0.3431
C -2.2780 -0.0006 1.1392
C 0.3552 -1.8482 -0.1745
C 2.3847 -0.0476 0.3366
C 1.0591 1.8370 -0.4951
C 1.1298 0.3957 -0.1820
H -3.1630 0.4254 -1.0075
H -2.0121 -1.1769 -1.2414
H 2.5198 0.0045 1.4217
H 0.8481 -2.0769 0.8513
H 1.0284 -2.1657 -0.9664
H -2.5669 1.0144 1.2784
H 2.4968 -1.0728 0.1287
H -3.2465 -0.4604 1.2933
H 1.9766 2.2950 -0.9330
H 3.1842 0.4276 -0.2627
H -1.2385 1.1464 -1.1517
H 0.3683 1.8968 -1.3268
H 0.9810 2.3151 0.5132
H -1.4967 -0.3495 1.7706
H -0.6639 -2.2332 -0.0962
*
```

## Properties
Frontier orbital gap, Eh: 0.393
SMILES string: C[PH3][N+](C)=C(C)C
ΔE to the lowest compared entry with this formula, charge and spin, kcal/mol: 43.7
Lowest unoccupied orbital energy, eV: -3.343
Molar mass, Da: 120.2



[5]
Below is one molecule with the formula C5H6O, with properties calculated with the ωB97M-V functional and the def2-TZVPD basis.

Geometry as ORCA input:
```
! wB97M-V def2-TZVPD RIJCOSX def2/J DEFGRID3
* xyz 0 1
O -1.2194 0.9449 -2.1480
C 1.9961 -0.6977 1.2527
C -0.9376 0.6532 -0.8440
C 0.0060 0.1275 -0.1304
C 0.7195 -0.7914 0.4746
C -2.2590 1.1284 -1.1440
H -3.0621 0.3923 -1.1875
H 2.7509 -1.3125 0.7464
H 0.3291 -1.8045 0.3596
H 2.3765 0.3223 1.3423
H -2.5581 2.1595 -0.9768
H 1.8581 -1.1219 2.2549
*
```

## Properties
Frontier orbital gap, Eh: 0.366
SMILES string: CC=C=C1CO1
ΔE to the lowest compared entry with this formula, charge and spin, kcal/mol: 73.9
Lowest unoccupied orbital energy, eV: 1.014
Molar mass, Da: 82.1



[6]
Below is an isolated ion of composition C4H10N3 and charge +1 at a distorted geometry, with properties calculated with the ωB97M-V functional and the def2-TZVPD basis.

Geometry as ORCA input:
```
! wB97M-V def2-TZVPD RIJCOSX def2/J DEFGRID3
* xyz 1 1
N -0.8220 1.3406 -0.0898
N 0.0950 0.4300 -0.0542
N 1.5391 0.4634 -0.2572
C 2.2801 -0.7703 -0.4163
C 3.0440 0.2798 0.3247
C -2.1946 0.8648 -0.0788
C -2.4043 -0.5687 0.1306
H 2.6633 -1.0882 -1.4523
H 2.9477 0.4504 1.3919
H -0.1929 -0.6445 0.0384
H 3.6048 0.9917 -0.1177
H -2.5919 1.5235 0.6931
H -3.4534 -0.8134 0.3338
H 1.9837 -1.6741 0.1557
H -2.1164 -1.0821 -0.7704
H -2.5297 1.3690 -0.9408
H -1.8525 -1.0719 1.1091
*
```

## Properties
Frontier orbital gap (alpha / beta), Eh: 0.329 / 0.329
SMILES string: CC/N=[NH+]/N1CC1
ΔE to the lowest compared entry with this formula, charge and spin, kcal/mol: 157.8
Lowest unoccupied orbital energy (alpha / beta), eV: -5.159 / -5.160
Molar mass, Da: 100.1



Question: Among the records above, which one has the lowest molar mass?
Answer: C5H6O



Question: Which value of molar mass does entry 2 give?
Answer: 84.1 Da



Question: Among the records above, which one has the highest molar mass?
Answer: C26H42N4O15



Question: The highest molar mass belongs to which entry?
Answer: C26H42N4O15